The following is a quantum chemistry calculation of a molecular structure, C43H65DyN9O2Si2, from OMol25.

Element x y z (Å)
Dy (-0.51, -0.28, 1.39)
C (-0.55, 0.73, 4.65)
N (-0.16, 1.30, 3.32)
C (-0.46, 2.73, 3.03)
C (-1.96, 2.92, 3.04)
N (-2.82, 1.96, 3.32)
C (-4.04, 2.62, 3.34)
C (-5.35, 2.11, 3.62)
C (-6.36, 3.01, 3.64)
C (-6.16, 4.42, 3.35)
C (-4.93, 4.94, 3.04)
C (-3.90, 3.97, 3.03)
N (-2.55, 4.17, 2.88)
C (-1.50, -0.43, 4.49)
N (-1.81, -1.01, 3.39)
C (-2.62, -2.08, 3.70)
C (-3.28, -2.97, 2.86)
C (-4.13, -3.93, 3.51)
C (-4.25, -3.95, 4.90)
C (-3.55, -3.04, 5.77)
C (-2.77, -2.12, 5.13)
N (-2.10, -0.99, 5.58)
H (-0.99, 1.46, 5.34)
H (0.35, 0.29, 5.06)
H (0.84, 1.26, 3.20)
H (-0.04, 2.99, 2.03)
H (0.00, 3.33, 3.79)
H (-5.55, 1.11, 3.93)
H (-7.38, 2.76, 3.93)
H (-6.97, 5.07, 3.38)
H (-4.81, 5.92, 2.69)
H (-2.10, 5.07, 2.68)
H (-3.26, -2.86, 1.77)
H (-4.66, -4.62, 2.86)
H (-4.87, -4.73, 5.29)
H (-3.74, -3.08, 6.80)
H (-2.06, -0.77, 6.54)
C (-4.87, -0.59, 0.73)
C (-3.64, 0.25, 0.63)
C (-3.92, 1.63, 0.07)
C (-5.18, 2.13, -0.17)
C (-5.42, 3.42, -0.51)
C (-4.36, 4.33, -0.58)
C (-3.06, 3.86, -0.37)
C (-1.99, 4.91, -0.43)
C (-1.85, 5.62, -1.81)
C (-2.84, 2.50, -0.11)
N (-1.56, 1.94, 0.08)
C (-0.69, 2.26, -0.84)
C (0.75, 1.96, -0.68)
C (1.95, 2.33, -1.28)
C (2.96, 1.64, -0.66)
C (2.38, 0.86, 0.28)
N (1.03, 0.98, 0.27)
H (-4.62, -1.62, 0.92)
H (-5.50, -0.61, -0.18)
H (-5.51, -0.41, 1.59)
H (-2.89, -0.27, 0.04)
H (-3.21, 0.43, 1.62)
H (-6.06, 1.46, 0.01)
H (-6.41, 3.78, -0.69)
H (-4.51, 5.32, -0.82)
H (-1.00, 4.58, -0.11)
H (-2.29, 5.68, 0.32)
H (-1.46, 4.97, -2.57)
H (-1.15, 6.48, -1.80)
H (-2.79, 5.96, -2.21)
H (-0.95, 2.85, -1.68)
H (2.09, 3.10, -2.01)
H (4.04, 1.71, -0.84)
H (2.99, 0.35, 1.05)
O (0.84, -1.44, 2.41)
H (1.47, -2.03, 2.80)
H (5.78, -0.69, -1.93)
C (-1.24, -2.54, -3.88)
N (-0.87, -1.82, -2.67)
C (-0.99, -0.36, -2.70)
C (-0.72, -2.33, -1.48)
O (-0.83, -1.64, -0.45)
N (-0.42, -3.63, -1.33)
C (-0.32, -4.20, 0.02)
C (0.32, -4.42, -2.32)
H (-2.12, -2.04, -4.34)
H (-1.61, -3.54, -3.60)
H (-0.41, -2.50, -4.55)
H (-1.96, -0.10, -2.26)
H (-0.91, 0.00, -3.69)
H (-0.18, 0.07, -2.09)
H (-1.24, -4.02, 0.56)
H (0.51, -3.77, 0.54)
H (-0.16, -5.26, -0.15)
H (0.76, -3.82, -3.12)
H (-0.35, -5.21, -2.70)
H (1.11, -4.92, -1.79)
C (8.69, -2.71, -2.32)
Si (8.13, -1.03, -2.83)
C (8.54, 0.37, -1.65)
C (8.55, -0.38, -4.61)
C (6.26, -1.09, -2.82)
Si (5.05, -2.50, -3.34)
C (3.27, -1.88, -3.12)
C (5.34, -3.96, -2.18)
C (5.28, -2.89, -5.13)
H (9.73, -2.94, -2.04)
H (8.40, -3.34, -3.16)
H (8.07, -3.00, -1.48)
H (8.27, 0.25, -0.59)
H (9.61, 0.64, -1.71)
H (7.98, 1.33, -1.95)
H (9.51, 0.15, -4.58)
H (7.77, 0.38, -4.90)
H (8.67, -1.23, -5.26)
H (5.99, -0.26, -3.56)
H (2.99, -1.59, -2.09)
H (2.48, -2.64, -3.45)
H (3.32, -0.98, -3.69)
H (5.31, -3.61, -1.12)
H (6.32, -4.46, -2.32)
H (4.52, -4.68, -2.31)
H (5.12, -1.98, -5.76)
H (4.62, -3.68, -5.49)
H (6.33, -3.16, -5.34)

Its expectation value of S² is 9.03. The value obtained for the frontier orbital gap (spin up / spin down) is 7.6287 / 8.0563 eV. Its charge is +1. For the energy, the calculation gives -3784.83231 hartree. The energy above the lowest of the compared OMol25 structures with the same formula, charge and spin is 0.0 kcal per mole. The spin multiplicity is 6.

---

The following is a quantum chemistry calculation of a molecular structure, C35H80CdNO15Zn, from OMol25.

Element x y z (Å)
Zn (-27.65, 5.98, -4.61)
Cd (-20.61, 3.90, -7.45)
C (-20.28, -0.32, -9.15)
C (-21.01, -0.61, -7.77)
C (-20.31, -1.92, -7.26)
C (-20.76, -2.44, -5.89)
C (-20.68, -1.21, -4.82)
C (-21.26, 0.14, -5.29)
N (-20.72, 0.38, -6.70)
O (-21.00, 1.72, -7.17)
C (-20.53, 1.17, -4.26)
C (-22.74, 0.13, -5.14)
C (-22.54, -0.86, -8.14)
H (-20.41, -1.08, -9.92)
H (-19.21, -0.20, -8.98)
H (-20.72, 0.54, -9.65)
H (-19.23, -1.88, -7.41)
H (-20.71, -2.78, -7.80)
H (-20.31, -3.41, -5.66)
H (-21.81, -2.67, -6.02)
H (-19.65, -0.97, -4.55)
H (-21.20, -1.60, -3.94)
H (-20.56, 0.87, -3.22)
H (-20.87, 2.21, -4.36)
H (-19.52, 1.12, -4.66)
H (-23.21, -0.83, -4.92)
H (-23.24, 0.43, -6.07)
H (-23.03, 0.74, -4.29)
H (-22.64, -1.47, -9.04)
H (-23.12, 0.03, -8.37)
H (-22.98, -1.42, -7.31)
C (-23.62, 5.42, -4.70)
C (-22.84, 4.90, -5.74)
C (-23.38, 4.67, -7.15)
O (-22.67, 4.32, -8.17)
C (-24.67, 4.86, -7.39)
C (-25.59, 5.34, -6.36)
C (-25.01, 5.71, -4.91)
O (-25.84, 6.12, -4.03)
O (-26.80, 5.54, -6.54)
O (-21.56, 4.67, -5.40)
H (-23.18, 5.44, -3.72)
H (-25.06, 4.68, -8.38)
C (-29.93, 5.00, -7.79)
C (-29.97, 6.18, -6.90)
O (-29.60, 5.73, -5.61)
H (-28.95, 5.06, -8.25)
H (-30.61, 5.09, -8.64)
H (-30.15, 4.12, -7.18)
H (-30.95, 6.64, -6.80)
H (-29.41, 7.06, -7.22)
H (-30.39, 5.40, -5.19)
C (-16.88, 4.57, -5.26)
C (-18.32, 4.08, -5.10)
O (-18.88, 3.63, -6.32)
H (-16.88, 5.37, -6.00)
H (-16.17, 3.78, -5.54)
H (-16.49, 4.87, -4.29)
H (-18.90, 4.94, -4.78)
H (-18.48, 3.22, -4.44)
H (-18.46, 2.79, -6.50)
C (-22.27, 3.42, -1.35)
C (-23.40, 2.71, -2.15)
O (-24.63, 3.12, -1.76)
H (-22.47, 4.48, -1.51)
H (-21.37, 3.14, -1.89)
H (-22.16, 3.05, -0.33)
H (-23.23, 1.63, -2.23)
H (-23.25, 3.12, -3.15)
H (-24.91, 3.84, -2.33)
C (-26.67, 2.11, -4.46)
C (-27.80, 3.01, -4.83)
O (-27.86, 4.03, -3.95)
H (-25.71, 2.58, -4.66)
H (-26.59, 1.24, -5.11)
H (-26.68, 1.87, -3.40)
H (-28.69, 2.38, -4.82)
H (-27.76, 3.38, -5.86)
H (-28.21, 3.72, -3.11)
C (-22.96, 5.60, -11.47)
C (-22.42, 6.96, -11.12)
O (-21.18, 6.91, -10.43)
H (-22.14, 5.14, -12.03)
H (-23.78, 5.65, -12.18)
H (-23.27, 4.96, -10.64)
H (-23.17, 7.27, -10.39)
H (-22.38, 7.60, -12.00)
H (-20.63, 7.55, -10.88)
C (-25.28, 1.69, -9.83)
C (-25.83, 1.44, -8.39)
O (-25.48, 0.10, -7.96)
H (-25.64, 1.00, -10.60)
H (-24.20, 1.62, -9.92)
H (-25.61, 2.69, -10.13)
H (-26.92, 1.53, -8.44)
H (-25.50, 2.20, -7.68)
H (-24.71, -0.32, -8.36)
C (-27.52, 9.81, -6.41)
C (-26.64, 8.74, -5.83)
O (-27.47, 8.00, -5.04)
H (-27.01, 10.63, -6.91)
H (-28.07, 10.44, -5.70)
H (-28.32, 9.35, -6.99)
H (-25.77, 9.16, -5.32)
H (-26.19, 8.25, -6.69)
H (-27.43, 8.28, -4.13)
C (-20.91, 7.86, -6.70)
C (-19.71, 7.05, -7.19)
O (-20.04, 5.96, -8.03)
H (-20.48, 8.74, -6.22)
H (-21.57, 7.47, -5.93)
H (-21.54, 8.17, -7.53)
H (-19.23, 6.56, -6.34)
H (-18.99, 7.64, -7.75)
H (-20.27, 6.31, -8.89)
C (-27.46, 6.34, -10.80)
C (-26.23, 6.85, -10.14)
O (-26.67, 7.34, -8.91)
H (-27.25, 5.80, -11.73)
H (-28.13, 7.16, -11.05)
H (-28.03, 5.68, -10.14)
H (-25.67, 7.64, -10.64)
H (-25.56, 5.98, -10.11)
H (-26.42, 6.79, -8.17)
C (-19.64, 2.35, -11.32)
C (-20.20, 3.46, -10.46)
O (-19.56, 3.48, -9.19)
H (-19.40, 1.43, -10.79)
H (-18.65, 2.65, -11.67)
H (-20.38, 2.18, -12.10)
H (-21.23, 3.21, -10.23)
H (-20.36, 4.44, -10.92)
H (-18.62, 3.54, -9.36)

The value obtained for the frontier orbital gap is 3.9968 eV. Its charge is +1. For the energy, the calculation gives -4511.52741 hartree. The energy above the lowest of the compared OMol25 structures with the same formula, charge and spin is 119.4 kcal per mole.

---

The following is a quantum chemistry calculation of 6 unconnected molecules or ions with the total composition H14NO5, from OMol25.

Element x y z (Å)
N (0.60, -0.07, 0.96)
H (1.37, -0.08, 1.66)
H (0.79, -0.52, 0.07)
H (-0.28, -0.40, 1.37)
H (0.33, 0.96, 0.76)
H (1.00, 3.60, -3.40)
H (1.96, 2.44, -3.15)
O (1.26, 2.96, -2.73)
H (2.28, -0.45, 3.61)
H (2.34, -2.01, 2.97)
O (2.24, -1.06, 2.86)
H (0.40, -2.57, -2.50)
H (0.32, -3.39, -1.07)
O (0.42, -2.55, -1.54)
H (-1.78, 1.44, -1.32)
H (-0.53, 2.34, -1.18)
O (-0.87, 1.45, -1.02)
H (-3.80, 0.03, 0.92)
H (-4.34, -1.40, 1.23)
O (-3.69, -0.74, 1.50)

Its expectation value of S² is 0.75. The value obtained for the frontier orbital gap (spin up / spin down) is 3.2440 / 11.7293 eV. Its charge is 0. For the energy, the calculation gives -439.21060 hartree. The energy above the lowest of the compared OMol25 structures with the same formula, charge and spin is 22.9 kcal per mole. The spin multiplicity is 2.

---

The following is a quantum chemistry calculation of a molecular structure, C7H11NO, from OMol25.

Element x y z (Å)
C (-0.93, 0.53, -0.79)
C (-1.60, -0.42, -1.77)
C (0.93, -1.52, -0.32)
C (0.82, -0.01, -0.17)
C (-1.16, 0.23, 1.12)
C (1.26, 0.42, 1.22)
C (1.74, 1.66, 1.48)
N (0.41, 0.96, -0.99)
O (-1.64, -0.78, 1.57)
H (-1.58, 1.41, -0.69)
H (-1.36, 1.23, 1.52)
H (1.43, -0.37, 1.94)
H (-2.07, 0.19, -2.55)
H (-2.36, -1.04, -1.31)
H (-0.90, -1.05, -2.33)
H (0.47, -2.05, 0.52)
H (0.45, -1.89, -1.21)
H (1.99, -1.78, -0.28)
H (2.43, 1.83, 2.29)
H (1.67, 2.45, 0.74)

The value obtained for the frontier orbital gap is 6.9790 eV. Its charge is 0. For the energy, the calculation gives -403.10605 hartree. The energy above the lowest of the compared OMol25 structures with the same formula, charge and spin is 143.0 kcal per mole.